Molecular formula: C24H28F3I2N7OSTb
Method: DFT, ωB97M-V/def2-TZVPD

Last column: Löwdin spin population.
Cartesian coordinates (Å):
Tb (0.60729, -0.43381, -0.51050)  6.105
C (3.12073, -2.24528, -4.44320)  0.000
C (2.59211, -1.53997, -3.23173)  0.000
N (1.47045, -1.82159, -2.67883)  -0.008
N (0.76165, -2.84751, -3.23498)  0.000
C (-0.44706, -3.23255, -2.75387)  -0.002
N (-1.01237, -4.24511, -3.42494)  -0.001
S (-1.20873, -2.54255, -1.44056)  -0.015
C (3.37757, -0.43090, -2.62059)  -0.001
C (4.71813, -0.22915, -2.90903)  0.000
C (5.38098, 0.83424, -2.30788)  0.000
C (4.68058, 1.67622, -1.46634)  0.000
C (3.34166, 1.39833, -1.23847)  0.000
N (2.71166, 0.36114, -1.77437)  -0.013
H (2.34908, -2.32455, -5.21292)  0.000
H (3.47805, -3.24976, -4.20041)  0.000
H (3.94054, -1.69987, -4.89773)  0.000
H (1.17574, -3.35661, -4.00087)  0.000
H (-0.57231, -4.71243, -4.19948)  0.000
H (-1.90564, -4.58442, -3.11366)  0.000
H (5.25457, -0.89123, -3.57149)  0.000
H (6.43169, 1.00008, -2.50369)  0.000
H (5.14592, 2.52587, -0.98859)  0.000
H (2.75240, 2.02447, -0.57801)  0.000
I (-1.66334, 2.53595, -4.37244)  0.000
C (-1.19949, 3.12000, -2.44813)  0.000
C (-1.47458, 4.45805, -2.05978)  0.000
C (-1.21066, 4.91729, -0.80307)  0.000
I (-1.66065, 6.88478, -0.32840)  0.000
C (-0.62769, 4.03701, 0.15806)  0.000
C (-0.30678, 4.37503, 1.48968)  0.000
C (0.25818, 3.44398, 2.31851)  0.000
C (0.52145, 2.15786, 1.81941)  -0.001
N (0.23030, 1.80796, 0.58622)  -0.013
C (-0.34622, 2.71946, -0.24351)  0.000
C (-0.64771, 2.23366, -1.55844)  0.000
O (-0.37501, 0.97159, -1.80725)  -0.014
H (-1.91189, 5.11829, -2.79646)  0.000
H (-0.51227, 5.37663, 1.84413)  0.000
H (0.51125, 3.68464, 3.34119)  0.000
H (0.98817, 1.39926, 2.43674)  0.000
F (2.29971, -0.23302, 1.07188)  -0.011
C (2.24921, -1.76769, 1.61662)  -0.001
F (3.51527, -2.03584, 1.63064)  0.000
F (1.86956, -2.28856, 0.18227)  -0.011
C (-1.04335, -1.29636, 4.59848)  0.000
C (-1.86702, -2.19060, 3.68008)  0.000
N (-2.67817, -1.46259, 2.70011)  0.001
C (-4.10823, -1.33761, 2.98719)  0.000
C (-4.41641, -0.29693, 4.04973)  0.000
C (-2.09762, -0.90572, 1.62340)  0.000
C (-2.94669, -0.10415, 0.67537)  0.000
N (-0.83341, -1.02703, 1.34572)  -0.014
H (-0.48528, -1.90622, 5.30896)  0.000
H (-1.68281, -0.61769, 5.16217)  0.000
H (-0.32012, -0.69687, 4.04646)  0.000
H (-2.55853, -2.79327, 4.26751)  0.000
H (-1.22683, -2.90178, 3.14877)  0.000
H (-4.45982, -2.32182, 3.30250)  0.000
H (-4.63500, -1.11422, 2.06343)  0.000
H (-3.96175, -0.55565, 5.00652)  0.000
H (-5.49282, -0.22502, 4.20625)  0.000
H (-4.04874, 0.68765, 3.75618)  0.000
H (-3.67240, -0.73783, 0.16370)  0.000
H (-2.31663, 0.36299, -0.07847)  0.000
H (-3.49724, 0.67601, 1.20149)  0.000
H (-0.30267, -1.58468, 2.00872)  0.000

Properties
Frontier orbital gap (alpha / beta): 6.73 / 6.74 eV
Spin multiplicity: 7
Charge: +1
LUMO level (alpha / beta): -3.137 / -3.138 eV



Molecular formula: C22H27BN7O3
Method: DFT, ωB97M-V/def2-TZVPD

Last column: Mulliken charge in e.
Cartesian coordinates (Å):
C (-0.21395, 2.60005, -0.96271)  -0.991
B (-1.36894, 1.77798, -0.30121)  0.758
O (-1.63161, 1.81740, 1.02832)  -0.467
N (-2.33092, 0.93150, -1.08002)  0.060
C (-3.69223, 1.49926, -1.23327)  -1.089
C (-2.11711, -0.24341, -1.62642)  0.175
N (-3.03107, -0.96895, -2.30968)  -0.661
C (-2.42250, -2.06853, -2.71894)  0.353
C (-3.07752, -3.15461, -3.51264)  -0.489
N (-4.48499, -3.24010, -3.15379)  -0.542
N (-1.14419, -2.08819, -2.32406)  -0.362
N (-0.94071, -0.92386, -1.62423)  0.721
O (0.29211, -0.66139, -1.12903)  -0.412
C (0.60066, -1.58757, -0.03979)  -0.204
O (1.56371, -2.25418, -0.19127)  -0.468
C (-0.32834, -1.55512, 1.11601)  0.694
C (-0.05193, -0.68077, 2.16278)  -0.252
C (-0.91518, -0.64483, 3.24662)  -0.552
C (-2.03098, -1.47314, 3.28289)  -0.535
C (-2.28474, -2.35766, 2.24391)  -0.848
C (-1.43442, -2.39978, 1.14843)  -0.090
H (0.76578, 2.14167, -0.81377)  0.335
H (-0.38536, 2.75281, -2.02703)  0.331
H (-0.17091, 3.58471, -0.48988)  0.336
H (-0.84680, 2.12083, 1.50053)  0.218
H (-3.80354, 1.92361, -2.22828)  0.341
H (-4.44243, 0.73567, -1.05390)  0.408
H (-3.81896, 2.27508, -0.48125)  0.389
H (-3.02852, -2.84780, -4.55855)  0.331
H (-2.54490, -4.09914, -3.36515)  0.331
H (-4.97887, -3.82661, -3.81089)  0.243
H (-4.60355, -3.61583, -2.22287)  0.201
H (-0.42762, -2.78160, -2.47838)  0.221
H (0.81913, -0.03753, 2.13357)  0.602
H (-0.72622, 0.02180, 4.07660)  0.446
H (-2.69460, -1.42182, 4.13505)  0.441
H (-3.13694, -3.02116, 2.29193)  0.438
H (-1.61117, -3.09005, 0.33324)  0.511
N (5.67656, -3.10159, 0.28744)  -0.522
C (4.64551, -2.98409, -0.54775)  -0.263
C (4.73289, -3.23342, -1.90911)  -0.394
C (5.95452, -3.62469, -2.43453)  -0.408
C (7.03441, -3.75052, -1.57729)  -0.329
C (6.84274, -3.47920, -0.22979)  -0.241
H (3.70659, -2.67548, -0.10362)  0.774
H (3.86231, -3.12228, -2.54225)  0.326
H (6.06340, -3.82763, -3.49210)  0.385
H (8.00664, -4.05220, -1.94127)  0.361
H (7.66405, -3.56888, 0.47225)  0.384
N (-1.26665, 6.40396, 2.71117)  -0.568
C (-0.21434, 7.18233, 2.47094)  -0.245
C (1.10105, 6.74459, 2.55150)  -0.314
C (1.33694, 5.42648, 2.90302)  -0.364
C (0.24900, 4.60517, 3.15933)  -0.317
C (-1.02587, 5.14050, 3.04927)  -0.238
H (-0.43819, 8.20811, 2.20140)  0.373
H (1.91636, 7.42348, 2.34435)  0.375
H (2.34792, 5.04743, 2.97888)  0.399
H (0.38742, 3.56904, 3.44475)  0.489
H (-1.90295, 4.53015, 3.24050)  0.415

Properties
Frontier orbital gap: 8.69 eV
Charge: +1
LUMO level: -2.644 eV



What E_tot values result from the calculations? In sequence: -3507.4742; -1488.1628 Eh.